Entry from the Open Molecules 2025 dataset: a structure of composition C9H27Be2ClN3O5 at a distorted geometry (wB97M-V/def2-TZVPD).

The geometry in XYZ format:
```
47
Properties=species:S:1:pos:R:3:lowdin_charge:R:1
Be -4.13 0.95 4.09 1.03
Be -2.55 -2.21 1.87 0.85
N -3.83 1.17 0.05 0.36
H -3.24 0.47 0.48 0.06
H -3.95 1.81 0.82 0.14
H -4.68 0.72 -0.27 0.19
H -3.38 1.65 -0.72 0.18
N 0.24 0.36 4.08 0.20
H 0.24 -0.28 3.30 0.12
H -0.39 0.10 4.83 0.21
H 0.01 1.30 3.81 0.18
H 1.20 0.32 4.38 0.20
Cl -1.99 0.66 2.14 0.89
O -3.10 1.43 2.72 -0.30
O -1.51 1.19 0.95 -0.08
O -1.07 0.55 3.22 -0.40
O -2.44 -0.69 1.90 -0.40
C 2.33 -1.23 0.63 0.07
C 1.22 -0.29 0.14 -0.31
C 1.87 1.11 -0.23 -0.10
C 1.41 1.63 -1.54 -0.16
C 1.79 0.66 -2.56 -0.13
C 1.08 -0.72 -2.53 -0.32
N 0.61 -0.93 -1.12 0.12
O -0.03 -2.11 -0.85 0.14
C -0.23 -0.58 -3.47 0.11
C 1.91 -1.86 -3.13 0.09
C 0.05 -0.03 1.20 -0.08
H 2.03 -2.28 0.52 0.12
H 2.62 -0.95 1.64 0.13
H 3.14 -1.06 -0.08 0.12
H 1.52 1.82 0.52 0.12
H 2.93 1.21 0.01 0.16
H 2.03 2.50 -1.74 0.17
H 0.33 1.77 -1.52 0.14
H 2.87 0.57 -2.61 0.17
H 1.50 1.13 -3.50 0.16
H -0.10 -1.21 -4.35 0.13
H -1.14 -0.97 -3.01 0.09
H -0.36 0.42 -3.86 0.12
H 2.70 -2.17 -2.44 0.12
H 1.48 -2.83 -3.39 0.13
H 2.33 -1.37 -4.01 0.15
H -0.79 0.50 0.74 -0.17
H 0.45 0.58 2.00 0.10
H -0.08 -1.05 1.56 0.10
H -0.91 -1.78 -0.66 0.11
```

Kohn-Sham gap   2.57 eV
HOMO level   -22.93 eV
Net charge   +5
Relative energy (zero: lowest compared OMol25 entry of this formula, charge and spin)   413.0 kcal per mole
DFT total energy   -37708.142 eV
Lowest unoccupied orbital energy   -20.36 eV